Record 1
The following is a quantum chemistry calculation of 2 unconnected molecules or ions with the total composition C13H19IN2O6P in a non-equilibrium geometry, from the Open Molecules 2025 dataset.

```
! RIJCOSX wB97M-V def2-TZVPD def2/J DEFGRID3
* xyz 1 1
N 1.634 -2.522 -0.022
P 0.888 -1.496 0.892
O 1.584 -1.649 2.417
O 1.157 0.051 0.262
C -0.952 -1.700 1.095
C -1.600 -0.917 2.206
C -0.842 0.069 3.139
C -1.566 1.505 3.129
C -1.091 2.223 1.809
C -1.965 1.879 0.559
O -3.113 1.510 0.685
O -1.458 1.984 -0.743
C -3.067 -1.056 2.460
C -3.831 -1.926 1.607
N -3.227 -2.616 0.573
C -1.870 -2.534 0.296
I -1.200 -3.687 -1.371
H 2.094 -2.019 -0.813
H 0.911 -2.045 3.005
H 0.334 0.312 -0.204
H -0.957 -0.311 4.197
H 0.217 0.271 2.854
H -1.159 2.093 3.996
H -2.673 1.433 3.240
H -1.089 3.350 1.898
H -0.021 1.949 1.566
H -1.777 1.217 -1.257
H -3.603 -0.500 3.262
H -4.939 -2.040 1.733
H -3.811 -3.208 -0.024
O 3.881 -1.448 -2.605
C 3.439 -0.450 -3.106
O 2.351 -0.422 -3.912
C 2.156 0.904 -4.425
C 2.876 1.812 -3.449
C 4.022 0.938 -2.975
H 2.576 0.952 -5.432
H 1.090 1.126 -4.477
H 3.195 2.755 -3.893
H 2.220 2.043 -2.605
H 4.894 1.019 -3.626
H 4.292 1.153 -1.943
*
```

Summary:
- F_max (eV/A) = 4.1
- HOMO level (eV) = -11.86

---

Record 2
The following is a quantum chemistry calculation of a gas-phase ion, C13H19N2 (charge +1) in a non-equilibrium geometry, from the Open Molecules 2025 dataset.

```
! RIJCOSX wB97M-V def2-TZVPD def2/J DEFGRID3
* xyz 1 1
C 2.542 0.796 -1.746
C 1.686 -0.183 -2.573
C 2.100 1.044 -0.559
C 0.659 -0.719 -2.032
C 1.590 -0.335 1.509
C 0.431 1.868 0.985
C 0.656 -1.587 1.387
C -1.018 1.416 0.951
C -1.432 -0.478 -0.480
C 1.303 0.813 0.452
C -0.009 -0.910 -0.926
C 1.492 -2.888 -0.468
C -2.899 1.510 -0.711
N 0.465 -1.871 -0.050
N -1.531 1.049 -0.420
H 3.399 1.062 -2.311
H 2.059 -0.483 -3.583
H 1.496 -0.068 2.533
H 2.719 -0.513 1.355
H 0.556 2.681 0.392
H 0.672 1.955 2.014
H 1.167 -2.260 1.914
H -0.258 -1.271 1.966
H -1.132 0.586 1.738
H -1.685 2.150 1.505
H -2.154 -0.881 -1.109
H -1.682 -0.769 0.495
H 1.463 -3.830 0.013
H 1.370 -2.817 -1.481
H 2.450 -2.421 -0.381
H -3.506 1.139 0.054
H -2.849 2.550 -0.666
H -3.475 1.033 -1.492
H -0.932 1.256 -1.285
*
```

Summary:
- F_max (eV/A) = 6.3
- HOMO level (eV) = -11.19
- ΔE to the lowest compared entry with this formula, charge and spin (kJ/mol) = 674.4

---

How do the records compare in orbital gap? In the order shown, they have 6.968 8.398 eV.